1.
This record from OMol25 describes a gas-phase ion, C5H11N2 (charge +1) at a distorted geometry. The level of theory is ωB97M-V/def2-TZVPD.

Computed properties:
Kohn-Sham gap: 9.8 eV
SMILES string: [H]/N=C1/[C@@H]([NH3+])C1(C)C
relative energy (zero: lowest compared OMol25 entry of this formula, charge and spin): 68.2 kcal per mole
calculated total energy: -306.274744 hartree
HOMO: -13.6 eV
LUMO level: -0.13842 Eh
total charge: +1

Last column: natural (NBO) charge in e.
Positions of all 18 atoms, in Å:
C -0.915 0.639 0.580  0.303
C -0.346 -0.730 0.839  -0.201
C 0.364 0.430 -0.066  -0.054
C 1.585 1.162 0.527  -0.608
C 0.454 0.214 -1.555  -0.598
N -2.043 1.097 0.647  -0.549
N -0.949 -1.922 0.246  -0.677
H 0.336 -0.965 1.633  0.247
H 2.591 0.544 0.618  0.234
H 1.354 1.598 1.468  0.231
H 1.817 1.945 -0.110  0.236
H 1.509 -0.129 -1.748  0.252
H 0.263 1.205 -2.099  0.259
H -0.436 -0.485 -1.749  0.169
H -2.258 2.063 0.378  0.389
H -1.947 -2.105 0.607  0.462
H -0.350 -2.742 0.537  0.462
H -1.030 -1.818 -0.754  0.442

***

2.
This record from OMol25 describes 14 unconnected molecules or ions with the total composition C3H36N2O13 at a distorted geometry. The level of theory is ωB97M-V/def2-TZVPD.

Computed properties:
Kohn-Sham gap: 8.9 eV
relative energy (zero: lowest compared OMol25 entry of this formula, charge and spin): 75.3 kcal per mole
calculated total energy: -1223.484047 hartree
HOMO: -8.9 eV
LUMO level: -0.00042 Eh
total charge: 0

Last column: natural (NBO) charge in e.
Positions of all 54 atoms, in Å:
N 3.538 0.818 -0.859  -0.832
C 3.048 -0.535 -0.289  -0.268
C 1.614 -0.479 0.328  -0.247
N 0.645 -1.160 -0.503  -0.690
C 0.460 -2.534 -0.154  -0.439
H 2.716 1.418 -0.718  0.351
H 3.573 0.689 -1.881  0.345
H 2.989 -1.340 -1.023  0.223
H 3.819 -0.827 0.454  0.183
H 1.585 -0.656 1.392  0.217
H 1.265 0.565 0.323  0.198
H 0.832 -1.064 -1.515  0.392
H 1.201 -3.287 -0.546  0.194
H 0.234 -2.542 0.925  0.211
H -0.475 -2.945 -0.697  0.205
H 0.002 -3.171 4.269  0.467
H 1.357 -2.464 4.553  0.495
O 0.934 -3.340 4.478  -0.970
H -1.721 1.856 2.097  0.511
H -2.225 0.000 0.910  0.512
O -2.109 0.330 1.824  -0.957
H -3.026 0.275 2.106  0.483
H -1.731 3.206 2.841  0.488
O -1.395 2.818 2.013  -1.016
H 1.715 -2.013 -3.348  0.476
H 3.084 -1.778 -3.719  0.470
O 2.588 -2.067 -2.945  -0.935
H 1.165 3.770 0.981  0.475
H -0.037 2.737 1.138  0.508
O 0.941 2.841 0.972  -1.005
H 2.704 1.393 3.209  0.479
H 1.524 2.301 2.775  0.502
O 1.827 1.717 3.511  -0.983
H -2.216 0.967 -2.403  0.489
H -2.252 2.327 -3.169  0.500
O -2.106 1.365 -3.300  -0.981
H -1.006 -0.002 -3.100  0.511
H -0.190 -0.139 -4.403  0.489
O -0.345 -0.577 -3.571  -1.005
H -0.826 -0.226 -0.480  0.512
H -1.621 -1.129 -1.192  0.506
O -1.754 -0.251 -0.841  -1.047
H -4.448 -0.976 -1.286  0.464
H -3.654 0.273 -1.088  0.476
O -4.573 -0.052 -1.058  -0.946
H -0.894 3.956 -1.207  0.467
H -1.740 4.205 0.023  0.484
O -1.781 4.226 -0.943  -0.951
H 0.766 0.169 3.884  0.524
H 1.073 -0.292 5.483  0.490
O 0.896 -0.515 4.571  -1.021
H -1.433 -2.106 -3.167  0.498
H -2.618 -3.074 -3.089  0.482
O -1.917 -2.680 -2.563  -0.984